{"formula": "C26H31N5O2S", "method": "ωB97M-V/def2-TZVPD", "symbols": ["C", "C", "C", "N", "C", "C", "O", "C", "C", "C", "C", "C", "C", "C", "C", "N", "N", "C", "S", "C", "C", "O", "N", "C", "C", "N", "C", "C", "C", "C", "C", "C", "C", "C", "H", "H", "H", "H", "H", "H", "H", "H", "H", "H", "H", "H", "H", "H", "H", "H", "H", "H", "H", "H", "H", "H", "H", "H", "H", "H", "H", "H", "H", "H", "H"], "xyz": [[3.736275, 3.734233, 2.064315], [4.130435, 3.084750, 0.985966], [3.267429, 2.208535, 0.123421], [1.958737, 1.989468, 0.669871], [1.616069, 1.173294, 1.703113], [2.594094, 0.316060, 2.430949], [3.259589, -0.570842, 1.563507], [2.537580, -1.582875, 0.964248], [1.240170, -1.918563, 1.320999], [0.610552, -2.975016, 0.684360], [1.258156, -3.678361, -0.310200], [2.551241, -3.338355, -0.686516], [3.236565, -4.092730, -1.784495], [3.205131, -2.290453, -0.042656], [4.601074, -1.906946, -0.433668], [0.329755, 1.239769, 1.923029], [-0.198885, 2.099964, 1.044821], [0.771096, 2.543253, 0.294545], [0.585418, 3.671728, -1.031370], [0.690484, 2.473977, -2.426888], [0.405663, 1.060314, -1.946598], [1.327795, 0.268498, -1.831296], [-0.869337, 0.745886, -1.671458], [-1.976478, 1.681067, -1.626295], [-3.303273, 0.923099, -1.663976], [-3.423820, 0.037153, -0.531096], [-4.599989, -0.080772, 0.173884], [-4.610073, -0.483666, 1.514228], [-5.800884, -0.634242, 2.196925], [-7.012715, -0.385224, 1.575868], [-7.015793, 0.012702, 0.249934], [-5.832666, 0.157821, -0.446434], [-2.171422, -0.450252, 0.005292], [-1.159687, -0.568288, -1.126254], [4.413148, 4.352919, 2.626557], [2.724819, 3.685948, 2.434890], [5.150075, 3.160070, 0.634721], [3.745921, 1.234055, -0.020300], [3.153749, 2.676947, -0.859375], [2.077382, -0.205755, 3.243915], [3.387875, 0.940889, 2.855629], [0.703900, -1.363407, 2.073432], [-0.396573, -3.240311, 0.970069], [0.754611, -4.494555, -0.807167], [3.537770, -3.413678, -2.580587], [2.574542, -4.846745, -2.202125], [4.132771, -4.588450, -1.412094], [4.599407, -1.467196, -1.431108], [5.249864, -2.780862, -0.452204], [5.007476, -1.186237, 0.269038], [-0.011830, 2.819190, -3.182678], [1.702929, 2.502955, -2.831042], [-1.935726, 2.359754, -2.481232], [-1.922907, 2.272186, -0.703433], [-4.110811, 1.659074, -1.641416], [-3.374838, 0.364694, -2.610148], [-3.682693, -0.660323, 2.034349], [-5.779467, -0.941797, 3.232713], [-7.940264, -0.500724, 2.115526], [-7.952426, 0.203826, -0.254449], [-5.870351, 0.439278, -1.487836], [-1.768259, 0.211270, 0.784699], [-2.331382, -1.442452, 0.434999], [-1.553840, -1.215770, -1.917670], [-0.223157, -0.999771, -0.765747]], "atomic_forces_ev_per_a": [[0.01, 0.08, 0.10], [-0.07, -0.11, -0.18], [0.49, 0.01, -0.20], [-0.63, -0.20, 0.41], [0.25, 0.00, -0.11], [-0.05, 0.13, 0.27], [0.09, -0.29, -0.21], [0.00, -0.19, -0.16], [0.04, 0.15, 0.21], [0.06, -0.06, 0.02], [-0.10, -0.01, 0.01], [-0.07, 0.07, 0.13], [-0.01, 0.03, 0.06], [0.00, 0.15, 0.16], [-0.08, 0.03, 0.07], [0.25, -0.63, 0.80], [-0.48, 0.58, -0.41], [0.27, 0.53, -0.34], [-0.02, -0.10, 0.01], [0.19, 0.21, 0.17], [0.06, 0.17, -0.42], [0.33, -0.09, 0.00], [-0.22, -0.16, -0.08], [-0.32, 0.34, 0.04], [0.02, 0.07, -0.30], [0.16, 0.06, -0.01], [-0.16, -0.09, 0.02], [0.17, -0.02, -0.02], [-0.12, -0.01, 0.01], [-0.14, -0.03, 0.11], [-0.03, 0.02, 0.03], [0.00, 0.10, -0.09], [0.17, -0.07, 0.05], [0.15, -0.35, 0.29], [0.19, 0.11, 0.06], [-0.23, -0.08, 0.01], [0.16, 0.07, 0.03], [-0.09, 0.14, -0.07], [-0.02, -0.15, 0.10], [0.03, 0.10, -0.09], [-0.16, -0.15, -0.01], [-0.04, 0.06, 0.08], [-0.10, -0.02, 0.03], [-0.04, -0.09, -0.07], [0.07, 0.00, -0.12], [-0.01, -0.05, -0.05], [0.09, -0.06, -0.05], [0.09, 0.05, -0.10], [0.09, -0.03, -0.04], [0.11, 0.01, -0.06], [-0.03, -0.01, -0.02], [-0.18, -0.15, 0.01], [-0.04, -0.03, 0.07], [-0.06, -0.03, -0.15], [0.08, -0.05, -0.03], [-0.06, 0.15, 0.00], [0.12, -0.01, 0.04], [0.02, -0.02, 0.08], [-0.07, -0.01, 0.05], [-0.06, 0.01, -0.05], [0.02, 0.00, -0.09], [-0.03, -0.16, -0.01], [0.05, 0.02, 0.01], [0.03, -0.04, 0.08], [-0.21, 0.07, -0.07]], "orbital_gap_ev": 7.883, "e_homo_ev": -7.435, "smiles": "C=CCn1c(COc2cccc(C)c2C)nnc1SCC(=O)N1CCN(c2ccccc2)CC1", "energy_ha": -1831.79162, "de_lowest_ev": 1.726, "charge": 0}